{
  "formula": "C6H10O",
  "method": "wB97M-V/def2-TZVPD",
  "symbols": ["C", "C", "C", "C", "C", "C", "O", "H", "H", "H", "H", "H", "H", "H", "H", "H", "H"],
  "positions_angstrom": [[-1.3545, -1.2131, 0.6519], [-0.2144, -0.2648, 0.3649], [-0.4686, 1.1957, 0.7909], [0.0725, 1.3609, -1.3551], [0.3498, -0.1005, -1.0643], [1.6656, -0.5711, -0.4208], [1.0403, -0.7525, 0.8653], [-1.5131, -1.2911, 1.7350], [-2.2783, -0.8471, 0.1898], [-1.1325, -2.2117, 0.2623], [-1.4363, 1.3890, 1.2667], [0.3532, 1.5944, 1.3876], [0.9877, 1.9597, -1.1807], [-0.6488, 1.8012, -0.2111], [-0.0462, -0.7606, -1.8440], [2.4631, 0.1846, -0.3854], [2.0728, -1.5145, -0.8055]],
  "forces_ev_per_a": [[0.0, 0.0, 0.0], [-0.3, 0.1, 0.0], [0.0, -0.1, 0.1], [0.2, -0.2, 0.1], [-0.1, -0.1, -0.1], [0.3, 0.0, -0.2], [0.0, 0.0, 0.1], [0.0, 0.0, -0.2], [0.1, -0.1, 0.1], [0.0, 0.2, 0.0], [0.1, 0.0, 0.0], [-0.2, 0.0, -0.1], [-0.1, -0.1, 0.0], [-0.1, 0.1, 0.1], [0.1, 0.1, 0.1], [-0.1, -0.1, 0.0], [-0.1, 0.1, 0.1]],
  "orbital_gap_ev": 8.642,
  "spin_multiplicity": 1,
  "e_above_lowest_kcal_mol": 111.78
}